Run w
This record from OMol25 describes a cluster of 5 separate species, C5H20N10O5 in total. The level of theory is ωB97M-V with the def2-TZVPD basis set.

CARTESIAN COORDINATES (ANGSTROEM)
N 0.16940 4.50536 -0.55368
C -0.60231 3.53989 0.00794
N -1.94063 3.70125 -0.06128
O -0.08663 2.52121 0.48127
H -0.16394 5.36309 -0.95003
H 1.15494 4.31388 -0.54263
H -2.38542 4.52372 -0.42506
H -2.54358 2.96486 0.25566
N 0.71276 0.05706 -0.85652
C -0.08415 -0.96804 -0.47081
N -0.63454 -0.85367 0.76732
O -0.31211 -1.94443 -1.19057
H 1.07068 0.03309 -1.79395
H 0.70651 0.92933 -0.34434
H -1.38548 -1.48081 0.99510
H -0.50718 -0.04997 1.35563
N -0.04357 2.39052 3.46798
C 0.40051 3.44125 4.22401
N 0.50842 3.20402 5.57135
O 0.70702 4.52124 3.74344
H -0.38365 1.55777 3.90698
H -0.09844 2.60043 2.48085
H 0.75993 3.97333 6.16200
H 0.21387 2.34323 5.99221
N 2.51058 -2.55816 -3.06916
C 3.87206 -2.66535 -2.87839
N 4.24401 -3.21251 -1.68613
O 4.67322 -2.23964 -3.69114
H 1.86083 -3.08026 -2.50660
H 2.27231 -2.35021 -4.02240
H 3.56487 -3.61487 -1.06396
H 5.19107 -3.49632 -1.52071
N -2.12103 -4.36901 -1.43310
C -3.33365 -3.74666 -1.28441
N -3.32997 -2.42154 -1.59772
O -4.34031 -4.32582 -0.89399
H -1.48820 -3.86174 -2.02713
H -2.07906 -5.36076 -1.30350
H -2.48659 -1.87859 -1.67259
H -4.24256 -2.00616 -1.57191

Computed properties:
Net charge: 0
HOMO energy, eV: -9.3766
Frontier orbital gap, eV: 9.56

Run x
This record from OMol25 describes a structure of composition C5H20N10O5. The level of theory is ωB97M-V with the def2-TZVPD basis set.

CARTESIAN COORDINATES (ANGSTROEM)
C 1.30222 0.78221 1.36025
O 0.68959 1.26481 2.36611
N 1.92529 1.53327 0.40984
N 1.26872 -0.45358 1.07716
H 1.92847 2.54105 0.47667
H 2.13291 1.08910 -0.47317
H 1.98497 -0.72880 0.42039
H 0.77899 -0.98724 1.78105
C -0.43555 -3.40949 2.02608
O -0.17464 -4.56470 1.94977
N -1.51437 -2.89233 1.87866
N 0.54962 -2.50114 2.09222
H -1.66900 -1.89460 1.85145
H -2.26130 -3.57159 1.85052
H 1.44559 -2.87106 2.37594
H 0.31832 -1.55809 2.37020
C 0.83335 0.37053 -2.07091
O 1.74380 1.20913 -1.86350
N 0.68146 -0.32599 -3.06055
N -0.03611 0.11633 -1.14098
H -0.21035 -0.77168 -3.22221
H 1.36128 -0.11784 -3.77792
H -0.29516 0.64092 -0.31770
H -0.58607 -0.69257 -1.39263
C -0.37715 3.37656 -1.33237
O -0.79495 4.25624 -0.72397
N -0.66380 3.13855 -2.62880
N 0.58255 2.59052 -0.95353
H -1.60316 3.32936 -2.94708
H -0.12437 2.62016 -3.30731
H 0.91844 1.78223 -1.45745
H 1.05918 2.92579 -0.12860
C -1.48108 -0.58603 0.27343
O -1.77450 -0.36680 -0.98161
N -0.36327 -1.26414 0.74640
N -2.23541 -0.47594 1.26224
H -0.29720 -1.18407 1.75105
H 0.48609 -1.45754 0.23523
H -1.98666 -0.89161 2.14849
H -3.10682 -0.00008 1.07702

Computed properties:
Net charge: 0
HOMO energy, eV: -7.9910
Frontier orbital gap, eV: 7.75

In terms of stability, run w leads; the second structure lies 27.190 eV higher.